Record 1
74
Properties=species:S:1:pos:R:3:forces:R:3:lowdin_charge:R:1 method="wB97M-V/def2-TZVPD" spin_multiplicity=2 homo_lumo_gap_ev="3.9 / 2.8" largest_force_ev_per_a=1.02 charge=+4
Tc -0.87569 0.28028 -0.20167 -0.3 0.9 -0.3 1.07
C -2.62749 -3.46605 -1.06011 0.0 -0.1 -0.1 0.02
C -2.27842 -2.26666 -0.49221 -0.1 0.1 0.0 -0.09
N -1.20664 -1.56520 -0.93228 0.1 -0.1 0.1 -0.15
C -0.45976 -2.07124 -1.94365 0.1 -0.1 0.0 -0.06
C -0.73920 -3.27657 -2.57066 0.0 0.0 0.0 -0.14
C -1.87452 -3.96923 -2.11492 0.0 0.1 0.0 0.09
C 0.09748 -3.69477 -3.70275 -0.1 -0.1 0.0 -0.04
C 0.18212 -4.92453 -4.21121 0.0 0.1 0.0 0.03
C -0.46274 -6.15210 -3.67646 0.0 0.0 0.0 -0.33
C 0.04758 -6.83143 -2.58339 -0.1 0.0 -0.1 0.00
C -0.63688 -7.98318 -2.20746 0.0 -0.1 0.1 -0.10
N -1.72428 -8.40976 -2.83906 0.2 0.2 0.0 0.11
C -2.11544 -7.67841 -3.87911 -0.2 -0.1 -0.1 -0.16
N -1.54478 -6.56498 -4.33573 0.0 0.0 0.1 0.13
H -3.50342 -3.99141 -0.70580 0.0 0.0 0.0 0.14
H -2.85811 -1.82845 0.31023 0.0 0.0 0.0 0.10
H 0.37810 -1.47063 -2.26997 0.0 0.0 0.0 0.10
H -2.18413 -4.88131 -2.60610 0.0 0.0 0.0 0.13
H 0.65954 -2.89966 -4.18031 0.0 0.0 0.0 0.11
H 0.76842 -5.06485 -5.11411 0.1 0.0 0.0 0.14
H 0.94483 -6.50794 -2.07395 0.0 0.0 0.0 0.12
H -0.29684 -8.58608 -1.37285 0.0 0.0 0.0 0.12
H -2.99622 -8.01899 -4.41100 0.0 0.0 0.0 0.12
Cl 3.57984 0.13200 -3.21920 0.0 0.0 0.0 0.70
C 3.56854 0.56982 -1.51197 0.3 0.0 0.0 -1.62
Cl 4.05145 2.25748 -1.28155 0.0 0.0 0.0 0.69
Cl 4.54996 -0.52070 -0.54913 0.0 0.0 0.0 0.72
C 2.17888 0.46410 -1.04812 -0.2 0.0 0.0 -0.30
N 1.08110 0.39980 -0.72948 -0.2 -0.1 0.1 0.06
C 0.68383 0.40853 7.35798 0.0 0.0 -0.1 0.11
C 0.06237 -0.83605 7.06084 0.1 0.2 0.1 0.03
C -0.11915 -1.19776 5.76088 0.0 0.0 -0.2 -0.03
C 0.26109 -0.30530 4.71066 0.1 0.0 0.1 -0.29
C 0.92097 0.92207 5.01928 -0.1 -0.1 -0.2 -0.06
C 1.10534 1.28804 6.31632 0.0 -0.1 0.2 0.02
As 0.06067 -0.89826 2.86057 0.2 -0.1 0.2 1.41
C -1.65590 -1.78202 2.96376 0.1 0.1 0.0 -0.37
C -1.88593 -3.09696 3.32028 0.0 0.0 0.0 -0.07
C -3.20206 -3.56017 3.36785 0.1 0.0 0.0 -0.01
C -4.25808 -2.71806 3.04879 -0.1 0.1 0.0 -0.01
C -4.02122 -1.40584 2.65419 0.0 0.0 0.0 0.01
C -2.71242 -0.93245 2.60143 -0.1 0.0 0.0 -0.25
C -2.31617 0.40126 2.13643 0.2 -0.1 0.1 -0.21
C -3.18488 1.44030 1.77108 0.0 0.0 -0.2 0.04
C -2.66516 2.66985 1.40243 0.0 0.0 0.0 0.00
C -1.27833 2.89621 1.33619 -0.1 0.1 -0.2 -0.05
C -0.39116 1.89095 1.68411 0.1 -0.2 0.0 -0.18
C -0.91072 0.63739 2.07777 0.0 -0.4 0.3 -0.49
H 0.85636 0.68608 8.39166 0.0 0.0 0.0 0.15
H -0.25074 -1.48198 7.87066 0.0 0.0 0.0 0.14
H -0.58431 -2.14521 5.52362 0.0 0.0 0.0 0.11
H 1.26376 1.57054 4.22317 0.0 0.0 0.0 0.11
H 1.57908 2.22590 6.57473 0.0 0.0 0.0 0.14
H -1.07180 -3.76775 3.56724 0.0 0.0 0.0 0.12
H -3.39894 -4.58277 3.66284 0.0 0.0 0.0 0.13
H -5.27434 -3.08566 3.10315 0.0 0.0 0.0 0.14
H -4.85885 -0.76981 2.39615 0.0 0.0 0.0 0.13
H -4.25778 1.29909 1.79807 0.0 0.0 0.0 0.14
H -3.34453 3.47524 1.14968 0.0 0.0 0.0 0.15
H -0.90910 3.87269 1.04753 0.0 0.0 0.0 0.14
H 0.67814 2.06732 1.67278 0.0 0.0 0.1 0.12
S -1.68658 1.48069 -1.88276 0.0 -0.2 0.0 0.77
C -0.52975 2.43706 -2.82276 0.1 0.1 0.0 -0.67
N 0.55285 3.06906 -2.40810 -0.1 0.0 0.0 0.06
C 1.13599 3.90279 -3.48945 0.0 0.0 0.0 -0.06
C 0.25692 3.52987 -4.70544 0.0 0.0 0.0 -0.05
N -0.75417 2.63679 -4.09766 0.0 0.0 0.0 0.08
H 0.79770 3.16868 -1.43750 0.0 0.0 0.0 0.13
H 2.18201 3.64679 -3.63757 0.0 0.0 0.0 0.12
H 1.05737 4.95525 -3.22525 0.0 0.0 0.0 0.14
H 0.80824 2.98908 -5.47149 0.0 0.0 0.0 0.14
H -0.23104 4.38978 -5.15750 0.0 0.0 0.0 0.14
H -1.52741 2.23335 -4.60865 0.0 0.0 0.0 0.17

---

Record 2
84
Properties=species:S:1:pos:R:3:forces:R:3:lowdin_charge:R:1 method="wB97M-V/def2-TZVPD" spin_multiplicity=2 e_above_lowest_kcal_mol=27.4 homo_lumo_gap_ev="4.5 / 6.5" largest_force_ev_per_a=0.51 charge=-2
V -0.48513 -1.24600 -0.15973 -0.1 0.4 0.2 0.84
C -1.23379 1.62926 -2.87280 0.0 0.0 0.0 -0.03
C 0.22836 1.29256 -2.93756 -0.1 0.0 -0.1 -0.27
N 0.81693 1.52855 -4.12838 0.0 0.0 -0.1 0.05
C 2.13206 1.29086 -4.21752 0.0 0.0 0.1 -0.14
C 2.93557 0.93725 -3.16194 0.0 0.0 0.0 -0.17
C 4.41683 0.83968 -3.37513 0.0 0.0 0.0 -0.23
O 5.14545 1.96569 -2.86897 0.0 0.0 0.0 -0.07
C 2.35210 0.76472 -1.86530 0.1 0.0 0.0 -0.09
C 3.18121 0.64553 -0.72836 0.0 0.0 0.0 -0.13
N 2.82374 0.93579 0.51932 0.0 0.0 -0.1 0.03
C 3.70229 0.67613 1.52018 0.0 0.0 0.1 -0.41
C 4.61130 -0.41100 1.53693 0.0 0.0 0.0 -0.04
C 5.44250 -0.65121 2.61441 0.0 0.0 0.0 -0.11
C 5.42024 0.16899 3.73859 0.0 0.0 0.0 -0.14
C 4.52554 1.23491 3.76601 0.0 0.0 0.0 -0.21
C 3.68835 1.47065 2.69305 0.0 0.0 0.0 -0.68
I 2.33811 3.06734 2.78941 0.0 0.0 0.0 0.82
C 0.91879 0.79801 -1.83263 -0.1 0.0 -0.1 -0.24
O 0.24232 0.29825 -0.77766 0.3 0.2 -0.1 -0.21
H -1.66962 1.58804 -3.87061 0.0 0.0 0.0 0.07
H -1.36305 2.64813 -2.49546 0.0 0.0 0.0 0.09
H -1.78313 0.96495 -2.21573 0.0 0.0 0.0 0.03
H 2.57592 1.42597 -5.20217 0.0 0.0 0.0 0.11
H 4.62638 0.81262 -4.44571 0.0 0.0 0.0 0.11
H 4.81363 -0.08385 -2.93570 0.0 0.0 0.0 0.11
H 4.75776 2.18570 -2.01368 0.0 0.0 0.0 0.07
H 4.22926 0.39936 -0.92473 0.0 0.0 0.0 0.11
H 4.59418 -1.10137 0.70322 0.0 0.0 0.0 0.10
H 6.10804 -1.50684 2.58527 0.0 0.0 0.0 0.09
H 6.07061 -0.02071 4.58286 0.0 0.0 0.0 0.08
H 4.47658 1.88460 4.63105 0.0 0.0 0.0 0.08
O -6.94775 2.08563 -0.15963 0.0 0.0 -0.1 -0.06
C -6.73819 0.86044 -0.25656 0.0 0.0 0.3 -0.70
O -7.53067 -0.08701 -0.40442 0.0 0.0 -0.1 -0.05
C -5.24739 0.44934 -0.13392 0.0 0.0 -0.1 -0.09
C -4.24263 1.40866 -0.15808 0.0 0.0 0.0 0.01
C -2.91580 1.01696 -0.09797 0.0 0.0 0.1 -0.13
N -2.55174 -0.26171 -0.00269 -0.1 -0.2 -0.2 0.03
C -3.51828 -1.18520 0.09029 0.0 0.0 0.0 -0.19
C -4.86408 -0.88034 0.01305 0.0 0.0 0.0 0.07
C -2.99743 -2.58725 0.33094 0.0 -0.1 0.0 -0.55
O -3.74862 -3.50602 0.57597 0.0 0.0 0.0 0.08
O -1.69420 -2.67206 0.27069 -0.1 0.0 0.1 -0.16
H -4.52483 2.45036 -0.22888 0.0 0.0 0.0 0.11
H -2.10262 1.73388 -0.12134 0.0 0.0 0.0 0.11
H -5.61148 -1.65855 0.07044 0.0 0.0 0.0 0.13
O -3.99609 1.96978 6.58389 0.0 0.0 0.0 -0.04
C -3.26124 0.88748 7.09824 0.0 0.0 0.0 -0.27
N -2.10641 0.53609 6.30478 0.0 0.0 0.0 0.08
C -2.33324 0.07385 5.03296 0.0 0.0 0.0 -0.43
O -3.47092 -0.09839 4.63096 0.0 0.0 0.0 0.08
C -1.13182 -0.20486 4.19617 -0.1 0.0 0.0 -0.10
C 0.15129 -0.33379 4.71064 0.0 0.0 0.1 -0.01
C 1.19399 -0.55014 3.83563 0.1 0.1 -0.1 -0.03
C 0.91537 -0.64013 2.48304 0.0 0.1 -0.1 -0.10
N -0.31978 -0.56574 1.96810 0.1 -0.2 0.5 0.06
C -1.31793 -0.34317 2.82590 0.0 0.0 -0.2 -0.01
H -4.36316 1.66450 5.74180 0.0 0.0 0.0 0.08
H -3.88921 -0.00191 7.17683 0.0 0.0 0.0 0.13
H -2.91756 1.17919 8.08888 0.0 0.0 0.0 0.12
H -1.24015 1.01377 6.48667 0.0 0.0 0.0 0.13
H 0.33796 -0.28616 5.77672 0.0 0.0 0.0 0.11
H 2.21927 -0.63478 4.16771 0.0 0.0 0.0 0.11
H 1.71380 -0.75528 1.76826 0.0 -0.1 0.0 0.08
H -2.31642 -0.25880 2.42175 0.0 -0.1 0.0 0.12
N -0.22230 0.29140 -6.68521 0.3 0.0 0.1 0.17
C -0.05186 -1.04388 -6.47982 0.0 0.0 0.0 -0.51
O 0.23727 -1.84893 -7.34741 -0.1 0.0 0.0 0.05
C -0.27568 -1.43651 -5.04619 0.0 0.0 0.0 -0.14
C -1.50014 -1.24227 -4.42277 0.0 0.0 -0.1 0.00
C -1.59833 -1.46590 -3.06188 0.0 -0.1 0.0 -0.09
N -0.55258 -1.81117 -2.30768 0.0 0.0 -0.1 0.02
C 0.60705 -2.05582 -2.92819 0.0 0.0 0.0 -0.09
C 0.78158 -1.91341 -4.29250 0.0 0.0 0.0 0.02
H 0.06718 0.60957 -7.59797 0.0 0.0 0.0 0.10
H 0.01796 0.89914 -5.88823 -0.2 0.0 0.0 0.07
H -2.35403 -0.87586 -4.97626 0.0 0.0 0.0 0.12
H -2.53336 -1.30730 -2.53750 0.0 0.0 0.0 0.12
H 1.43720 -2.33180 -2.29321 0.0 0.0 0.0 0.10
H 1.74886 -2.09264 -4.74071 0.0 0.0 0.0 0.13
F 2.54310 -2.31852 -0.13136 -0.1 0.0 -0.1 0.08
B 1.22660 -2.56041 0.17130 0.0 -0.2 0.1 -0.59
F 1.15010 -3.74694 0.82820 0.0 0.0 0.0 0.11